# 1
A 9-piece molecular cluster, C36H82ClN8O16P2 overall at a distorted geometry, computed with ωB97M-V/def2-TZVPD.

multiplicity	1
HOMO energy	-6.695	eV
net charge	-1

Last column: Löwdin charge in e.
Element x y z (Å)
Cl  -1.47861  -0.01935  0.09590  0.6377
O  -0.48880  -0.71055  0.88663  -0.3642
O  -2.42109  -1.01403  -0.33735  -0.3686
O  -2.15225  1.03789  0.79820  -0.3479
O  -0.85371  0.57722  -1.07238  -0.3823
O  3.15707  5.52397  1.95239  -0.2965
P  2.56959  4.84794  0.77664  0.5294
N  1.33858  3.78439  1.13462  -0.2978
C  0.01107  4.26856  1.45527  -0.1031
C  1.67216  2.46837  1.66435  -0.0814
N  3.69969  3.87525  -0.02514  -0.3084
C  5.12675  3.92230  0.24618  -0.1057
C  3.30129  2.92854  -1.05053  -0.1299
N  2.05214  5.89650  -0.42266  -0.2944
C  0.89809  5.72860  -1.29808  -0.1145
C  2.63480  7.23556  -0.45586  -0.1149
H  -0.12270  4.24336  2.54984  0.0904
H  -0.74902  3.58253  1.07042  0.0750
H  -0.10857  5.31437  1.18409  0.0687
H  2.41966  1.97486  1.04686  0.0598
H  0.74938  1.88647  1.66338  0.0803
H  2.07624  2.51815  2.68178  0.0821
H  5.51938  2.89957  0.23559  0.0752
H  5.68165  4.49211  -0.50370  0.0772
H  5.26753  4.29208  1.26089  0.0713
H  3.82642  1.98018  -0.91885  0.0764
H  2.22150  2.76408  -0.99473  0.0616
H  3.47399  3.29437  -2.07290  0.0823
H  -0.06883  5.70110  -0.79309  0.0566
H  0.85391  6.46804  -2.09630  0.0840
H  1.05330  4.76595  -1.79693  0.0661
H  3.02756  7.43138  -1.45771  0.0779
H  3.42752  7.40345  0.26692  0.0711
H  1.84719  7.97186  -0.26223  0.0807
O  4.03554  -2.77874  4.90650  -0.2918
P  3.37062  -1.47907  4.66488  0.5335
N  1.71712  -1.49726  5.01694  -0.2957
C  0.92486  -0.26630  4.98647  -0.0887
C  0.88732  -2.65687  4.74931  -0.1352
N  3.52631  -0.89516  3.11063  -0.2920
C  4.80590  -0.35644  2.64899  -0.0896
C  2.63836  -1.36281  2.05232  -0.0859
N  4.05488  -0.23701  5.58196  -0.3044
C  4.38310  -0.60753  6.94239  -0.1254
C  3.83638  1.18399  5.36654  -0.1340
H  0.03291  -0.43875  5.58656  0.0844
H  0.65476  0.03411  3.96722  0.0816
H  1.49573  0.55311  5.41234  0.0466
H  0.45725  -2.66178  3.74044  0.0722
H  0.10518  -2.78293  5.50057  0.0833
H  1.52224  -3.54618  4.81176  0.0773
H  4.74383  -0.05330  1.60732  0.0792
H  5.13815  0.47997  3.26511  0.0583
H  5.59130  -1.11060  2.77675  0.0881
H  3.03727  -2.31455  1.67424  0.0924
H  1.65542  -1.56045  2.47038  0.0483
H  2.60181  -0.67472  1.21144  0.0619
H  4.76696  -1.62230  6.98590  0.0717
H  5.13680  0.07148  7.35799  0.0783
H  3.52521  -0.47198  7.61845  0.0817
H  3.08028  1.58910  6.04446  0.0750
H  3.59468  1.37250  4.32362  0.0552
H  4.79396  1.68166  5.55566  0.0872
O  2.89743  0.24932  -5.43159  0.1138
C  1.83227  0.72761  -5.14227  -0.5063
O  0.82250  0.01531  -4.64498  0.0157
C  -0.32321  0.85175  -4.38194  -0.1280
C  0.22757  2.27388  -4.29009  -0.1423
C  1.45832  2.20312  -5.22866  -0.0540
H  -0.74843  0.55207  -3.42400  0.0950
H  -1.08466  0.78015  -5.15636  0.1335
H  0.56359  2.65258  -3.32446  0.0951
H  -0.48057  3.00679  -4.68168  0.1106
H  2.28204  2.82688  -4.90109  0.1179
H  1.14556  2.39590  -6.25555  0.1284
O  -3.32108  5.08137  -4.99198  0.1021
C  -3.15301  4.45646  -3.97947  -0.5000
O  -3.66211  3.23072  -3.82234  0.0329
C  -3.32702  2.68436  -2.53410  -0.1412
C  -2.33794  3.66876  -1.90147  -0.1523
C  -2.42978  4.95554  -2.72507  -0.0625
H  -2.95752  1.66221  -2.50734  0.1142
H  -4.23611  2.72098  -1.92859  0.1155
H  -1.32882  3.27539  -2.03205  0.0883
H  -2.57990  3.79105  -0.84904  0.1129
H  -1.45125  5.37216  -2.94508  0.1020
H  -3.01773  5.74602  -2.25851  0.1261
O  5.11805  -2.34518  -1.56228  0.1140
C  3.95663  -2.05295  -1.59570  -0.5038
O  3.55457  -0.77560  -1.70960  0.0212
C  2.11401  -0.68555  -1.70097  -0.1322
C  1.68175  -2.10100  -2.11506  -0.1369
C  2.77811  -2.98008  -1.49478  -0.0638
H  1.72109  0.12103  -2.30412  0.1062
H  1.77263  -0.61687  -0.66474  0.0922
H  1.71175  -2.25365  -3.19789  0.1185
H  0.67355  -2.34574  -1.78349  0.0896
H  2.91322  -3.96531  -1.92498  0.1276
H  2.53743  -3.10340  -0.43302  0.1038
O  -4.60744  -3.25032  -5.01249  0.1207
C  -3.68916  -3.45020  -4.27029  -0.4943
O  -3.18376  -2.49291  -3.47234  0.0242
C  -2.00272  -2.91766  -2.77765  -0.1444
C  -1.59485  -4.26126  -3.43235  -0.1394
C  -2.92227  -4.71579  -4.02953  -0.0885
H  -2.27657  -3.06569  -1.73433  0.1115
H  -1.17653  -2.21518  -2.81853  0.0991
H  -1.27611  -5.02178  -2.72109  0.1048
H  -0.83511  -4.16039  -4.20641  0.1135
H  -3.45453  -5.32467  -3.29291  0.1313
H  -2.79726  -5.34841  -4.90612  0.1234
C  -1.02734  -5.90744  4.11048  -0.0529
C  -1.32829  -6.19895  2.64609  -0.4435
C  -0.10527  -6.39449  1.76962  -0.2046
O  0.65095  -5.20624  1.60705  -0.1768
C  0.03705  -4.26725  0.75082  -0.1031
N  -2.19141  -7.41432  2.60148  0.0281
H  -1.92537  -5.60391  4.64608  0.0774
H  -0.19641  -5.21355  4.23230  0.0578
H  -0.66938  -6.83073  4.58047  0.0826
H  -1.88925  -5.32836  2.28706  0.1219
H  -0.37736  -6.75895  0.76828  0.1218
H  0.55774  -7.16156  2.17344  0.1308
H  0.30315  -3.24373  1.01518  0.0698
H  -1.04933  -4.37556  0.74207  0.0822
H  0.36661  -4.39495  -0.29189  0.0777
H  -2.58538  -7.50198  1.66624  0.0650
H  -2.99312  -7.12416  3.16054  0.0659
C  -7.48536  -0.11476  0.07563  -0.0696
C  -6.36481  -1.01744  -0.42535  -0.4361
C  -5.67442  -0.44632  -1.66548  -0.2131
O  -6.63319  -0.37604  -2.69733  -0.1840
C  -6.30070  0.59581  -3.66683  -0.1002
N  -5.42016  -1.21604  0.66520  0.0482
H  -8.21471  -0.01391  -0.73438  0.0724
H  -7.11929  0.90545  0.23321  0.0796
H  -7.99910  -0.45537  0.97185  0.0721
H  -6.77961  -1.98363  -0.74324  0.1332
H  -4.80548  -1.05331  -1.94586  0.1147
H  -5.27480  0.54410  -1.39253  0.1151
H  -7.03155  0.58926  -4.47217  0.0857
H  -5.31344  0.38016  -4.09446  0.0903
H  -6.26219  1.58766  -3.19921  0.0813
H  -4.45136  -1.23778  0.37217  0.0269
H  -5.53102  -0.53980  1.40320  0.0598

=====

# 2
C33H40GeN2O6PtSSi as an isolated structure at a distorted geometry, computed with ωB97M-V/def2-TZVPD.

multiplicity	2
⟨S²⟩	0.7551
HOMO energy (alpha / beta)	-5.560 / -5.495	eV
net charge	-1

Last column: Löwdin charge in e.
Element x y z (Å)
Pt  1.09844  0.96860  0.12181  1.0091
C  3.45674  -5.86270  -1.96979  -0.0568
C  3.42844  -4.40020  -1.62379  -0.2922
C  3.07934  -3.45640  -2.58259  -0.0395
C  3.10054  -2.10570  -2.27999  -0.0584
C  3.45874  -1.68020  -1.01429  -0.2605
C  3.79364  -2.60670  -0.04389  -0.0423
C  3.76834  -3.96050  -0.34869  -0.0383
S  3.67524  0.11560  -0.82909  0.5703
O  5.11244  0.27830  -0.91659  -0.2969
O  2.87514  0.72140  -1.86609  -0.3406
N  3.11284  0.71540  0.55061  -0.3230
C  3.63124  0.39190  1.81181  -0.1906
C  2.60614  -0.61950  2.53641  -0.7251
O  3.10564  -1.58840  3.09101  -0.0057
O  1.42174  -0.28550  2.40961  -0.0970
H  3.32044  -6.00990  -3.03959  0.0719
H  2.67114  -6.41290  -1.44729  0.0688
H  4.41354  -6.29520  -1.68009  0.0779
H  2.78584  -3.78340  -3.57089  0.1101
H  2.84624  -1.36130  -3.01779  0.1131
H  4.06394  -2.29310  0.94941  0.1008
H  4.03034  -4.68310  0.41181  0.1164
H  3.64604  1.27840  2.45821  0.1169
H  4.62674  -0.05730  1.74971  0.1119
C  -0.67566  5.25710  -1.41379  -0.1641
Si  0.77524  4.60730  -0.32739  0.2641
C  0.30164  5.06830  1.48221  -0.1616
C  2.38174  5.60260  -0.68379  -0.1757
O  0.95744  3.07400  -0.59139  -0.4439
H  -0.89666  6.30620  -1.23889  0.0135
H  -1.56716  4.67830  -1.18699  -0.0001
H  -0.45896  5.13110  -2.47039  0.0126
H  -0.69656  5.49580  1.53201  0.0120
H  0.99934  5.77550  1.92151  0.0115
H  0.30144  4.16720  2.08421  0.0017
H  2.22034  6.67530  -0.63499  0.0124
H  2.76864  5.35660  -1.66539  0.0117
H  3.14484  5.34320  0.04381  0.0153
C  -3.84386  4.45160  2.29421  -0.1039
C  -4.08136  4.04460  0.99361  -0.0941
C  -3.32896  3.02510  0.43581  -0.1091
C  -2.33446  2.38770  1.16631  -0.2840
C  -2.08066  2.84060  2.45581  -0.1578
C  -2.82616  3.85730  3.02061  -0.1005
Ge  -1.27606  0.84250  0.43721  0.9563
C  -2.21146  -0.67910  1.35761  -0.2638
C  -2.37416  -1.89540  0.70061  -0.1396
C  -3.01216  -2.95910  1.31061  -0.0996
C  -3.52996  -2.82240  2.58631  -0.1025
C  -3.39046  -1.61660  3.25151  -0.0900
C  -2.71866  -0.57020  2.64671  -0.0929
C  -1.98396  0.65870  -1.42439  -0.3100
C  -3.21976  0.09770  -1.72169  -0.1279
C  -3.65336  -0.00660  -3.03099  -0.1029
C  -2.86646  0.48030  -4.06209  -0.1076
C  -1.64026  1.06020  -3.77449  -0.0855
C  -1.19436  1.12960  -2.46679  -0.1123
H  -4.45156  5.22890  2.73991  0.0948
H  -4.85906  4.52420  0.41281  0.0977
H  -3.50816  2.72500  -0.58849  0.0940
H  -1.27796  2.38020  3.01741  0.1027
H  -2.61336  4.20390  4.02281  0.1007
H  -2.01186  -1.99080  -0.31439  0.0903
H  -3.12346  -3.90430  0.79011  0.0949
H  -4.04396  -3.64720  3.05931  0.0944
H  -3.81426  -1.49280  4.23941  0.0982
H  -2.59756  0.36470  3.17431  0.0850
H  -3.84336  -0.26110  -0.91109  0.0991
H  -4.61006  -0.46550  -3.25239  0.0944
H  -3.20956  0.40950  -5.08719  0.0927
H  -1.03586  1.45530  -4.57919  0.0993
H  -0.22516  1.55910  -2.23659  0.0673
C  -0.11236  -4.14800  -0.99189  -0.0345
N  0.41164  -3.58710  0.22621  -0.1648
C  0.54934  -4.47870  1.34581  -0.0345
C  0.67474  -2.28380  0.32211  -0.3431
O  0.61284  -1.49300  -0.60959  -0.0551
H  -1.13766  -4.49020  -0.82739  0.0842
H  0.50284  -4.98910  -1.31349  0.0794
H  -0.09716  -3.37230  -1.75769  0.0963
H  1.20214  -5.30890  1.06621  0.0838
H  -0.42476  -4.87970  1.64031  0.0857
H  0.98764  -3.95080  2.18851  0.0998
H  0.93764  -1.98050  1.33661  0.1156